Record 1
{
  "formula": "C28H82N2O22",
  "method": "the ωB97M-V functional and the def2-TZVPD basis",
  "smiles": "COC[C@H](C)N.COC[C@H](C)N.OCCO.OCCO.OCCO.OCCO.OCCO.OCCO.OCCO.OCCO.OCCO.OCCO",
  "gap_ev": 9.01,
  "relative_energy_kcal_mol": 70.48,
  "lumo_energy_ev": 0.25,
  "species": ["C", "O", "C", "C", "C", "N", "H", "H", "H", "H", "H", "H", "H", "H", "H", "H", "H", "C", "O", "C", "C", "C", "N", "H", "H", "H", "H", "H", "H", "H", "H", "H", "H", "H", "O", "C", "C", "O", "H", "H", "H", "H", "H", "H", "O", "C", "C", "O", "H", "H", "H", "H", "H", "H", "O", "C", "C", "O", "H", "H", "H", "H", "H", "H", "O", "C", "C", "O", "H", "H", "H", "H", "H", "H", "O", "C", "C", "O", "H", "H", "H", "H", "H", "H", "O", "C", "C", "O", "H", "H", "H", "H", "H", "H", "O", "C", "C", "O", "H", "H", "H", "H", "H", "H", "O", "C", "C", "O", "H", "H", "H", "H", "H", "H", "O", "C", "C", "O", "H", "H", "H", "H", "H", "H", "O", "C", "C", "O", "H", "H", "H", "H", "H", "H"],
  "coordinates": [[3.179, 2.936, 1.614], [3.196, 2.063, 0.523], [3.110, 2.580, -0.782], [3.349, 1.467, -1.837], [3.497, 2.068, -3.206], [2.263, 0.497, -1.827], [2.939, 2.422, 2.541], [2.539, 3.819, 1.494], [4.166, 3.413, 1.723], [2.100, 2.989, -0.929], [3.788, 3.434, -0.923], [4.179, 0.848, -1.481], [4.525, 2.422, -3.338], [2.773, 2.879, -3.307], [3.386, 1.357, -4.022], [2.221, 0.044, -0.915], [1.328, 0.906, -1.802], [-2.146, -0.586, -1.557], [-0.989, -0.288, -0.820], [-1.101, 0.057, 0.539], [0.094, 0.755, 1.175], [1.274, -0.112, 1.640], [-0.333, 1.674, 2.249], [-2.669, 0.368, -1.754], [-2.738, -1.287, -0.962], [-1.891, -0.952, -2.551], [-1.909, 0.815, 0.549], [-1.581, -0.729, 1.145], [0.438, 1.372, 0.335], [0.861, -0.988, 2.147], [1.934, 0.384, 2.351], [1.914, -0.400, 0.813], [0.383, 1.556, 2.960], [-1.195, 1.398, 2.725], [-0.017, 7.032, 4.466], [-1.074, 6.122, 4.188], [-0.600, 4.707, 4.020], [-0.249, 4.544, 2.642], [0.223, 7.519, 3.678], [-1.855, 6.220, 4.949], [-1.548, 6.493, 3.274], [-1.330, 3.945, 4.314], [0.296, 4.494, 4.613], [-0.188, 3.588, 2.429], [-3.136, 1.634, 2.865], [-4.148, 0.630, 2.699], [-4.098, -0.431, 3.750], [-2.941, -1.286, 3.741], [-3.253, 1.919, 3.783], [-5.142, 1.093, 2.713], [-3.954, 0.222, 1.706], [-4.929, -1.125, 3.589], [-4.220, -0.115, 4.792], [-2.219, -0.808, 4.179], [1.567, -5.135, 1.747], [1.849, -5.203, 0.366], [2.320, -3.875, -0.179], [1.344, -2.873, -0.010], [0.615, -4.966, 1.821], [2.531, -6.015, 0.089], [0.971, -5.526, -0.209], [2.504, -3.986, -1.250], [3.273, -3.589, 0.282], [1.167, -2.789, 0.935], [-1.610, -5.927, 0.275], [-2.527, -5.312, 1.129], [-2.305, -3.797, 1.139], [-0.990, -3.505, 1.569], [-1.855, -5.752, -0.659], [-3.590, -5.532, 0.974], [-2.340, -5.693, 2.137], [-3.072, -3.264, 1.714], [-2.541, -3.436, 0.129], [-0.654, -2.934, 0.863], [4.748, -0.457, 0.667], [5.610, -0.789, 1.733], [6.583, 0.334, 2.060], [7.042, 0.207, 3.423], [4.303, 0.395, 0.755], [4.949, -0.910, 2.610], [5.930, -1.823, 1.593], [6.009, 1.265, 1.994], [7.503, 0.485, 1.495], [6.735, 0.939, 3.959], [-1.338, 5.408, -2.627], [-0.981, 4.149, -2.065], [-0.944, 3.043, -3.110], [-0.261, 1.884, -2.645], [-2.199, 5.280, -3.043], [-0.012, 4.263, -1.577], [-1.681, 3.882, -1.265], [-0.703, 3.322, -4.137], [-1.986, 2.698, -3.239], [-0.894, 1.256, -2.282], [-2.405, -5.339, -2.215], [-1.558, -4.705, -3.177], [-1.166, -3.356, -2.638], [-0.058, -2.828, -3.320], [-3.293, -5.501, -2.539], [-0.636, -5.282, -3.258], [-2.037, -4.584, -4.150], [-0.857, -3.479, -1.593], [-2.043, -2.696, -2.638], [-0.255, -2.012, -3.813], [0.081, -0.762, 4.757], [0.579, -0.553, 6.106], [1.852, -1.339, 6.269], [1.689, -2.650, 5.786], [0.246, -1.698, 4.565], [0.633, 0.529, 6.219], [-0.253, -0.863, 6.749], [2.017, -1.408, 7.355], [2.715, -0.818, 5.845], [2.450, -3.200, 5.973], [-0.378, -0.313, -4.363], [-0.533, 0.247, -5.669], [0.541, -0.116, -6.679], [0.400, -1.453, -7.144], [0.416, -0.019, -3.897], [-1.500, -0.143, -5.988], [-0.618, 1.313, -5.437], [1.522, -0.107, -6.180], [0.641, 0.668, -7.437], [1.278, -1.788, -7.329], [-3.213, 1.787, -5.319], [-4.622, 1.513, -5.076], [-4.714, 1.216, -3.613], [-4.038, -0.010, -3.336], [-3.185, 2.190, -6.192], [-5.133, 2.442, -5.340], [-4.930, 0.654, -5.672], [-5.756, 1.062, -3.318], [-4.364, 1.983, -2.918], [-3.088, 0.118, -3.439]]
}

---

Record 2
{
  "formula": "C28H83FeO14",
  "method": "the ωB97M-V functional and the def2-TZVPD basis",
  "gap_ev": [7.04, 4.65],
  "charge": 2,
  "multiplicity": 6,
  "lumo_energy_ev": [-6.36, -8.75],
  "s2": 8.77,
  "species": ["Fe", "C", "C", "O", "H", "H", "H", "H", "H", "C", "C", "O", "H", "H", "H", "H", "H", "H", "C", "C", "O", "H", "H", "H", "H", "H", "H", "C", "C", "O", "H", "H", "H", "H", "H", "H", "C", "C", "O", "H", "H", "H", "H", "H", "H", "C", "C", "O", "H", "H", "H", "H", "H", "H", "C", "C", "O", "H", "H", "H", "H", "H", "H", "C", "C", "O", "H", "H", "H", "H", "H", "H", "C", "C", "O", "H", "H", "H", "H", "H", "H", "C", "C", "O", "H", "H", "H", "H", "H", "H", "C", "C", "O", "H", "H", "H", "H", "H", "H", "C", "C", "O", "H", "H", "H", "H", "H", "H", "C", "C", "O", "H", "H", "H", "H", "H", "H", "C", "C", "O", "H", "H", "H", "H", "H", "H"],
  "coordinates": [[1.922, 0.969, -2.935], [-0.358, 0.754, 0.511], [0.273, -0.322, -0.308], [0.872, 0.135, -1.426], [-1.122, 1.313, -0.036], [0.397, 1.442, 0.873], [-0.863, 0.283, 1.355], [-0.543, -1.025, -0.634], [0.955, -0.936, 0.302], [2.390, 5.168, 1.867], [2.671, 3.990, 0.964], [3.044, 4.414, -0.335], [3.279, 5.811, 1.890], [2.145, 4.906, 2.893], [1.584, 5.780, 1.456], [1.783, 3.362, 0.907], [3.479, 3.397, 1.412], [3.913, 4.831, -0.291], [-4.065, 1.049, 0.908], [-5.173, 1.991, 1.322], [-5.288, 2.057, 2.724], [-3.863, 1.073, -0.169], [-4.366, 0.037, 1.196], [-3.153, 1.243, 1.480], [-6.117, 1.566, 0.995], [-5.037, 2.994, 0.907], [-4.600, 2.655, 3.083], [-0.109, -4.547, -2.473], [-0.291, -5.872, -1.731], [0.811, -6.127, -0.773], [0.844, -4.547, -3.021], [-0.097, -3.695, -1.781], [-0.906, -4.365, -3.207], [-0.400, -6.700, -2.453], [-1.256, -5.858, -1.220], [1.611, -6.405, -1.235], [-2.452, -1.294, -3.504], [-2.990, -0.124, -2.724], [-2.338, 1.143, -3.228], [-2.604, -1.120, -4.582], [-2.951, -2.225, -3.260], [-1.366, -1.422, -3.392], [-2.737, -0.274, -1.651], [-4.080, -0.065, -2.794], [-2.741, 1.906, -2.785], [3.512, -2.726, -1.046], [3.931, -2.247, 0.312], [3.953, -0.786, 0.291], [4.063, -2.171, -1.805], [2.434, -2.536, -1.179], [3.629, -3.800, -1.138], [4.915, -2.649, 0.571], [3.216, -2.585, 1.074], [4.040, -0.480, 1.235], [6.116, 0.951, -2.075], [4.849, 1.745, -1.738], [3.594, 0.889, -1.770], [6.219, 0.031, -1.496], [6.997, 1.540, -1.789], [6.190, 0.696, -3.132], [4.703, 2.499, -2.510], [4.946, 2.176, -0.744], [3.653, 0.214, -0.981], [2.131, 0.306, 3.038], [3.321, 0.026, 3.914], [4.478, -0.145, 3.001], [1.245, 0.526, 3.632], [1.894, -0.630, 2.511], [2.362, 1.068, 2.296], [3.122, -0.909, 4.453], [3.519, 0.839, 4.620], [5.247, -0.468, 3.487], [-3.617, -3.251, -0.377], [-3.822, -4.691, -0.824], [-5.179, -5.045, -0.502], [-4.251, -2.566, -0.954], [-2.578, -2.889, -0.508], [-3.799, -3.088, 0.689], [-3.145, -5.319, -0.222], [-3.614, -4.752, -1.904], [-5.317, -5.975, -0.732], [0.630, -3.082, 3.078], [0.426, -3.858, 1.779], [1.029, -5.178, 1.880], [0.149, -3.572, 3.916], [0.125, -2.101, 2.960], [1.685, -2.874, 3.233], [0.922, -3.320, 0.930], [-0.647, -3.942, 1.506], [1.121, -5.531, 0.960], [-1.596, 3.385, 2.406], [-1.859, 4.074, 3.700], [-3.326, 3.920, 3.948], [-1.664, 2.298, 2.530], [-0.568, 3.575, 2.068], [-2.307, 3.658, 1.626], [-1.590, 5.142, 3.739], [-1.321, 3.605, 4.547], [-3.540, 4.313, 4.803], [0.483, 4.819, -3.173], [0.411, 3.747, -2.111], [1.545, 2.887, -2.118], [-0.292, 5.563, -2.977], [0.349, 4.410, -4.173], [1.424, 5.369, -3.121], [-0.499, 3.155, -2.173], [0.375, 4.233, -1.126], [2.228, 3.361, -1.552], [-0.427, 2.173, -6.280], [0.195, 0.978, -5.540], [0.260, 1.180, -4.049], [-1.418, 2.393, -5.881], [-0.528, 1.929, -7.340], [0.172, 3.075, -6.173], [1.224, 0.825, -5.871], [-0.385, 0.074, -5.715], [-0.686, 1.096, -3.650], [-2.753, -0.576, 5.039], [-2.884, -1.670, 4.043], [-2.626, -2.913, 4.716], [-3.045, 0.385, 4.605], [-1.735, -0.495, 5.425], [-3.431, -0.755, 5.874], [-2.143, -1.585, 3.225], [-3.898, -1.697, 3.628], [-2.651, -3.617, 4.059]]
}

---

Record 3
{
  "formula": "C28H84O14",
  "method": "the ωB97M-V functional and the def2-TZVPD basis",
  "gap_ev": 9.94,
  "relative_energy_kcal_mol": 6.72,
  "lumo_energy_ev": 0.30,
  "species": ["C", "C", "O", "H", "H", "H", "H", "H", "H", "C", "C", "O", "H", "H", "H", "H", "H", "H", "C", "C", "O", "H", "H", "H", "H", "H", "H", "C", "C", "O", "H", "H", "H", "H", "H", "H", "C", "C", "O", "H", "H", "H", "H", "H", "H", "C", "C", "O", "H", "H", "H", "H", "H", "H", "C", "C", "O", "H", "H", "H", "H", "H", "H", "C", "C", "O", "H", "H", "H", "H", "H", "H", "C", "C", "O", "H", "H", "H", "H", "H", "H", "C", "C", "O", "H", "H", "H", "H", "H", "H", "C", "C", "O", "H", "H", "H", "H", "H", "H", "C", "C", "O", "H", "H", "H", "H", "H", "H", "C", "C", "O", "H", "H", "H", "H", "H", "H", "C", "C", "O", "H", "H", "H", "H", "H", "H"],
  "coordinates": [[-25.119, 20.994, -21.581], [-26.485, 20.676, -21.071], [-27.067, 19.665, -21.903], [-24.440, 20.137, -21.556], [-24.667, 21.748, -20.930], [-25.103, 21.349, -22.612], [-27.149, 21.549, -21.093], [-26.448, 20.367, -20.018], [-27.919, 19.419, -21.532], [-19.119, 27.288, -19.466], [-17.764, 27.760, -18.939], [-17.993, 28.901, -18.091], [-19.636, 28.129, -19.922], [-19.717, 26.914, -18.627], [-19.023, 26.469, -20.182], [-17.163, 28.140, -19.762], [-17.272, 26.971, -18.369], [-18.667, 28.677, -17.442], [-23.614, 27.178, -21.189], [-22.173, 27.569, -21.483], [-21.995, 27.534, -22.889], [-24.289, 27.642, -21.907], [-23.911, 27.422, -20.167], [-23.743, 26.095, -21.266], [-21.477, 26.840, -21.048], [-21.972, 28.549, -21.031], [-21.039, 27.610, -23.069], [-17.715, 22.656, -19.221], [-17.179, 23.787, -18.352], [-16.276, 24.655, -19.075], [-18.465, 22.986, -19.935], [-18.163, 21.901, -18.577], [-16.831, 22.212, -19.685], [-16.640, 23.394, -17.484], [-17.937, 24.452, -17.937], [-15.394, 24.274, -19.045], [-21.468, 20.138, -24.235], [-22.201, 21.140, -25.090], [-22.672, 22.188, -24.237], [-20.704, 20.622, -23.624], [-20.982, 19.352, -24.815], [-22.135, 19.611, -23.547], [-23.057, 20.686, -25.601], [-21.551, 21.549, -25.872], [-23.219, 22.781, -24.791], [-22.788, 25.529, -25.263], [-23.638, 25.093, -26.422], [-23.902, 23.684, -26.274], [-22.651, 26.612, -25.245], [-21.787, 25.099, -25.292], [-23.249, 25.307, -24.301], [-23.157, 25.234, -27.395], [-24.573, 25.662, -26.425], [-24.457, 23.368, -26.992], [-20.395, 24.099, -22.226], [-21.745, 23.879, -21.570], [-22.083, 22.497, -21.569], [-19.631, 23.489, -21.741], [-20.052, 25.128, -22.110], [-20.446, 23.842, -23.286], [-22.536, 24.459, -22.053], [-21.682, 24.198, -20.526], [-22.278, 22.226, -22.493], [-19.138, 23.978, -26.882], [-19.043, 23.010, -28.040], [-18.988, 21.680, -27.541], [-18.186, 23.959, -26.339], [-19.892, 23.734, -26.137], [-19.262, 24.982, -27.285], [-18.149, 23.235, -28.631], [-19.883, 23.151, -28.730], [-19.079, 21.076, -28.285], [-21.555, 24.171, -15.551], [-20.835, 24.218, -16.885], [-20.109, 23.009, -17.117], [-22.073, 25.123, -15.369], [-20.888, 24.035, -14.701], [-22.325, 23.397, -15.553], [-20.118, 25.046, -16.885], [-21.535, 24.401, -17.708], [-20.700, 22.430, -17.630], [-17.253, 28.927, -22.854], [-18.185, 28.174, -23.762], [-19.156, 27.433, -23.004], [-16.688, 28.269, -22.192], [-17.804, 29.605, -22.199], [-16.534, 29.525, -23.420], [-17.656, 27.463, -24.411], [-18.760, 28.780, -24.463], [-18.677, 26.722, -22.546], [-24.612, 24.088, -19.008], [-24.652, 23.224, -17.750], [-25.415, 23.899, -16.747], [-23.823, 23.678, -19.641], [-24.405, 25.115, -18.709], [-25.547, 24.050, -19.567], [-23.617, 23.133, -17.414], [-25.115, 22.266, -17.998], [-25.230, 23.451, -15.916], [-17.268, 20.529, -22.965], [-17.828, 21.296, -24.139], [-17.846, 20.434, -25.273], [-16.928, 21.209, -22.178], [-16.400, 19.923, -23.236], [-17.969, 19.821, -22.518], [-17.172, 22.154, -24.341], [-18.841, 21.649, -23.912], [-18.326, 20.893, -25.985], [-21.960, 19.866, -17.355], [-22.489, 20.421, -18.666], [-21.668, 21.538, -19.025], [-20.904, 19.632, -17.492], [-22.462, 18.923, -17.127], [-22.120, 20.554, -16.527], [-23.521, 20.770, -18.568], [-22.423, 19.656, -19.444], [-21.882, 21.783, -19.949], [-15.619, 24.759, -23.282], [-17.006, 24.496, -22.687], [-17.349, 25.511, -21.711], [-14.834, 24.793, -22.530], [-15.669, 25.757, -23.724], [-15.436, 24.000, -24.043], [-17.010, 23.570, -22.108], [-17.758, 24.590, -23.469], [-16.978, 25.219, -20.862]]
}